# 1
Here is C4H10N2O in the gas phase from OMol25. Energies are from ωB97M-V with the def2-TZVPD basis set.

Net charge: 0
Kohn-Sham gap (spin up / spin down): 0.25836 / 0.33128 Eh
Lowest unoccupied orbital energy (spin up / spin down): 0.6 / 1.0 eV

Geometry as XYZ:
```
17
C4H10N2O (ωB97M-V with the def2-TZVPD basis set)
C 0.80 -0.86 0.99
C -0.68 -0.54 0.84
C -0.77 1.35 -0.62
C -0.55 2.83 -0.74
N 1.41 -1.48 -0.16
N 0.76 -2.64 -0.45
O -0.94 0.78 0.58
H 1.54 0.00 1.01
H 0.99 -1.60 1.79
H -1.14 -1.08 -0.05
H -1.24 -0.84 1.66
H -0.69 0.75 -1.46
H -1.17 3.36 -0.08
H -0.92 3.09 -1.74
H 0.58 3.05 -0.60
H 0.60 -3.24 0.27
H 1.41 -2.94 -1.24
```

---

# 2
Here is a molecular structure, C41H62AsFeP2S3Si4Te from OMol25. Energies are from ωB97M-V with the def2-TZVPD basis set.

Net charge: -2
Kohn-Sham gap (spin up / spin down): 0.19682 / 0.19073 Eh
Lowest unoccupied orbital energy (spin up / spin down): 4.1 / 4.1 eV
Spin multiplicity: 2

Geometry as XYZ:
```
115
C41H62AsFeP2S3Si4Te (ωB97M-V with the def2-TZVPD basis set)
Fe -0.17 -0.71 1.34
S -2.48 -0.19 1.81
P -2.48 -1.44 0.22
C -1.15 -2.44 0.32
P -1.04 -3.99 0.97
S 0.66 -4.56 1.84
C -1.43 -5.23 -0.35
C -2.59 -5.10 -1.11
C -2.87 -5.97 -2.15
C -1.98 -6.99 -2.47
C -0.82 -7.13 -1.72
C -0.55 -6.27 -0.67
C -2.36 -4.32 2.20
C -2.36 -3.48 3.32
C -3.33 -3.60 4.30
C -4.32 -4.58 4.18
C -4.32 -5.42 3.09
C -3.35 -5.30 2.10
C -2.32 -0.39 -1.28
C -1.37 -0.71 -2.24
C -1.19 0.11 -3.34
C -1.95 1.26 -3.49
C -2.90 1.58 -2.53
C -3.08 0.77 -1.42
C -4.19 -2.10 -0.02
C -4.71 -2.30 -1.30
C -5.96 -2.88 -1.47
C -6.70 -3.27 -0.36
C -6.18 -3.08 0.92
C -4.94 -2.49 1.08
H -3.28 -4.29 -0.89
H -3.78 -5.84 -2.73
H -2.19 -7.66 -3.29
H -0.12 -7.92 -1.96
H 0.35 -6.37 -0.07
H -1.59 -2.71 3.40
H -3.31 -2.93 5.15
H -5.08 -4.67 4.95
H -5.09 -6.19 2.99
H -3.36 -5.97 1.25
H -0.77 -1.60 -2.08
H -0.43 -0.13 -4.08
H -1.79 1.92 -4.34
H -3.48 2.50 -2.62
H -3.78 1.04 -0.65
H -4.14 -1.99 -2.17
H -6.36 -3.03 -2.47
H -7.67 -3.73 -0.49
H -6.75 -3.39 1.79
H -4.53 -2.34 2.08
S 0.48 -0.93 4.58
C 0.23 -0.84 3.02
C 1.19 5.35 3.11
Si 0.61 5.57 1.32
C 1.13 7.31 0.76
C -1.27 5.57 1.33
Si 1.48 3.81 0.03
Te -0.02 1.98 0.82
Si 1.23 4.52 -2.19
C 2.37 5.99 -2.58
C -0.55 5.09 -2.45
C 1.58 3.23 -3.51
Si 3.77 3.77 0.57
C 4.88 3.04 -0.78
C 4.03 2.81 2.17
C 4.46 5.52 0.84
H 0.70 6.07 3.77
H 2.27 5.50 3.20
H 0.95 4.34 3.44
H 0.77 8.07 1.46
H 0.71 7.54 -0.22
H 2.22 7.41 0.69
H -1.65 6.31 2.04
H -1.64 4.58 1.62
H -1.67 5.80 0.34
H 2.25 6.80 -1.85
H 2.15 6.39 -3.57
H 3.42 5.68 -2.56
H -0.77 6.00 -1.87
H -1.24 4.31 -2.12
H -0.75 5.31 -3.51
H 2.63 2.93 -3.51
H 1.33 3.63 -4.50
H 0.97 2.33 -3.34
H 4.66 1.98 -0.95
H 5.93 3.12 -0.48
H 4.76 3.57 -1.72
H 3.37 1.94 2.21
H 3.78 3.43 3.03
H 5.06 2.47 2.27
H 4.33 6.14 -0.05
H 5.53 5.47 1.06
H 3.97 6.01 1.68
C 2.56 0.31 -1.65
C 3.12 -0.17 -0.32
As 1.97 -1.47 0.59
C 3.15 -1.92 2.10
C 4.61 -2.26 1.87
C 2.04 -2.89 -0.76
C 3.31 -3.73 -0.84
H 3.21 1.06 -2.11
H 1.57 0.75 -1.51
H 2.47 -0.51 -2.37
H 3.21 0.67 0.37
H 4.12 -0.61 -0.45
H 2.63 -2.70 2.64
H 3.06 -1.02 2.71
H 4.73 -3.24 1.40
H 5.14 -2.29 2.83
H 5.12 -1.53 1.24
H 1.86 -2.38 -1.70
H 1.18 -3.53 -0.57
H 4.21 -3.13 -0.92
H 3.27 -4.39 -1.71
H 3.39 -4.37 0.05
```

---

# 3
Here is a molecular structure, C27H25IN4O2V from OMol25. Energies are from ωB97M-V with the def2-TZVPD basis set.

Net charge: 0
Kohn-Sham gap (spin up / spin down): 0.25262 / 0.27737 Eh
Lowest unoccupied orbital energy (spin up / spin down): -0.6 / -0.7 eV
Spin multiplicity: 4

Geometry as XYZ:
```
60
C27H25IN4O2V (ωB97M-V with the def2-TZVPD basis set)
C -0.18 -4.22 0.82
C -0.86 -4.30 -0.58
H 0.72 -4.83 0.92
H -0.90 -4.69 1.51
H -0.06 -3.21 1.24
H -0.28 -4.05 -1.48
H -1.11 -5.36 -0.77
H -1.82 -3.77 -0.60
C 3.12 -1.53 1.13
C 4.44 -1.11 1.27
C 5.14 -0.67 0.14
C 4.46 -0.65 -1.08
H 2.50 -1.84 1.98
H 4.91 -1.12 2.26
H 6.17 -0.34 0.20
H 4.87 -0.14 -1.94
N 2.55 -1.62 -0.09
C 3.18 -1.20 -1.20
C 2.40 -1.23 -2.43
N 1.12 -1.71 -2.36
C 0.27 -1.44 -3.38
C 2.02 -0.42 -4.69
C 0.69 -0.83 -4.58
H -0.78 -1.70 -3.24
H -0.04 -0.65 -5.38
C 2.86 -0.58 -3.59
H 3.84 -0.12 -3.55
H 2.40 0.07 -5.60
V 0.80 -2.74 -0.56
I 2.47 -4.58 -1.06
O -1.79 -1.91 0.05
C -1.27 -0.83 0.37
N -1.96 0.12 1.13
C -1.37 1.40 0.90
C -0.06 0.98 0.15
O 0.76 1.79 -0.30
N -0.03 -0.40 0.02
C -2.42 2.21 0.14
C -2.21 2.57 -1.20
C -3.26 3.15 -1.94
C -4.51 3.36 -1.35
C -4.70 3.03 0.00
C -3.67 2.47 0.73
C -1.00 1.97 2.27
C -1.35 3.27 2.67
C -1.00 3.72 3.95
C -0.28 2.90 4.81
C 0.09 1.61 4.41
C -0.27 1.15 3.14
H -2.95 -0.09 1.17
H -1.22 2.43 -1.65
H -3.07 3.42 -2.98
H -5.32 3.79 -1.94
H -5.67 3.20 0.47
H -3.82 2.26 1.80
H -1.92 3.91 1.98
H -1.31 4.73 4.24
H 0.01 3.27 5.79
H 0.65 0.96 5.07
H 0.01 0.14 2.81
```

---

# 4
Here is a molecular structure, C34H68Br10O12S6 from OMol25. Energies are from ωB97M-V with the def2-TZVPD basis set.

Net charge: 0
Kohn-Sham gap: 0.31988 Eh
Lowest unoccupied orbital energy: 0.0 eV

Geometry as XYZ:
```
130
C34H68Br10O12S6 (ωB97M-V with the def2-TZVPD basis set)
C -14.26 16.45 -1.75
C -13.86 15.52 -2.95
C -15.15 14.90 -3.45
S -16.48 16.20 -3.19
O -17.54 15.63 -2.38
O -16.77 16.79 -4.49
C -15.46 17.30 -2.22
H -13.40 17.04 -1.43
H -14.54 15.75 -0.96
H -13.14 14.86 -2.47
H -13.29 16.17 -3.61
H -15.52 14.08 -2.83
H -15.19 14.66 -4.51
H -16.03 17.76 -1.41
H -15.12 18.17 -2.78
C -16.45 8.72 -9.37
C -17.99 8.64 -9.20
C -18.20 7.98 -7.84
S -16.98 6.65 -7.72
O -17.46 5.36 -8.17
O -16.33 6.71 -6.43
C -15.92 7.35 -9.06
H -16.08 9.47 -8.67
H -15.99 9.12 -10.28
H -18.44 7.95 -9.92
H -18.42 9.63 -9.33
H -19.21 7.62 -7.64
H -17.82 8.70 -7.12
H -16.30 6.65 -9.81
H -14.84 7.18 -9.09
C -19.09 11.66 -5.75
C -19.18 13.04 -6.35
C -18.19 13.15 -7.51
S -16.76 12.20 -6.85
O -15.82 13.18 -6.31
O -16.24 11.29 -7.88
C -17.62 11.26 -5.53
H -19.71 10.89 -6.20
H -19.61 11.66 -4.79
H -19.06 13.77 -5.55
H -20.15 13.25 -6.80
H -17.89 14.13 -7.88
H -18.61 12.57 -8.34
H -17.14 11.46 -4.57
H -17.48 10.20 -5.74
C -21.80 8.01 -3.53
C -22.70 7.74 -4.75
C -22.04 8.30 -5.99
S -21.28 9.89 -5.45
O -22.20 10.99 -5.76
O -19.85 9.84 -5.73
C -21.37 9.50 -3.66
H -20.90 7.39 -3.65
H -22.32 7.62 -2.66
H -23.67 8.14 -4.45
H -22.82 6.70 -5.06
H -22.59 8.48 -6.91
H -21.16 7.67 -6.16
H -22.16 10.17 -3.31
H -20.45 9.70 -3.13
C -18.71 10.56 -13.21
C -20.15 10.90 -13.16
C -20.31 12.41 -13.10
S -18.85 13.07 -12.19
O -19.18 13.32 -10.79
O -18.45 14.23 -12.99
C -17.83 11.54 -12.39
H -18.34 10.64 -14.24
H -18.35 9.55 -12.98
H -20.60 10.38 -12.31
H -20.76 10.55 -14.00
H -21.25 12.88 -12.82
H -20.06 12.65 -14.13
H -17.39 11.30 -11.43
H -17.06 11.98 -13.03
C -12.92 12.13 -5.50
C -11.52 11.96 -6.07
C -10.62 11.42 -4.97
S -11.39 11.72 -3.33
O -11.17 13.11 -2.91
O -11.06 10.62 -2.42
C -13.03 11.55 -4.08
H -13.75 11.66 -6.02
H -13.25 13.16 -5.35
H -11.19 12.89 -6.52
H -11.36 11.26 -6.89
H -9.64 11.87 -4.84
H -10.50 10.34 -4.94
H -13.66 11.99 -3.30
H -13.29 10.49 -4.06
Br -11.38 11.52 -10.68
C -13.33 11.17 -10.52
C -14.10 12.48 -10.42
Br -14.45 13.16 -12.27
H -13.37 10.63 -9.57
H -13.66 10.52 -11.32
H -13.52 13.24 -9.92
H -15.08 12.30 -9.97
Br -21.17 10.06 -9.21
C -21.69 11.94 -9.06
C -22.54 12.44 -10.20
Br -24.42 11.77 -10.20
H -20.70 12.40 -9.11
H -22.24 12.09 -8.13
H -22.15 11.99 -11.11
H -22.55 13.51 -10.40
Br -22.09 12.33 -3.57
C -22.70 13.70 -4.85
C -23.17 13.24 -6.21
Br -23.50 14.78 -7.36
H -21.86 14.38 -4.98
H -23.41 14.26 -4.25
H -24.05 12.62 -6.13
H -22.44 12.68 -6.79
Br -22.70 17.98 -5.56
C -21.08 19.05 -5.38
C -19.90 18.15 -4.95
Br -19.85 16.46 -6.10
H -21.27 19.86 -4.67
H -20.80 19.46 -6.34
H -20.09 17.73 -3.97
H -18.90 18.56 -5.05
Br -14.10 17.37 -6.40
C -14.90 16.27 -7.85
C -16.28 16.77 -8.21
Br -16.83 15.65 -9.78
H -14.92 15.29 -7.39
H -14.26 16.25 -8.73
H -16.22 17.79 -8.59
H -16.97 16.67 -7.38
```

---

# 5
Here is a molecular structure, C25H32FMnO2 from OMol25. Energies are from ωB97M-V with the def2-TZVPD basis set.

Net charge: 0
Kohn-Sham gap (spin up / spin down): 0.21747 / 0.30716 Eh
Lowest unoccupied orbital energy (spin up / spin down): -0.8 / 0.5 eV
Spin multiplicity: 5

Geometry as XYZ:
```
61
C25H32FMnO2 (ωB97M-V with the def2-TZVPD basis set)
O 0.23 -0.17 -5.33
C 0.03 1.13 -5.91
C -0.22 0.54 -7.30
H 0.92 1.76 -5.82
H -0.82 1.65 -5.46
C 0.00 -0.83 -6.62
H 0.52 0.80 -8.05
H -1.22 0.69 -7.70
C 1.24 -1.58 -7.06
H 2.10 -0.92 -7.07
H 1.11 -1.99 -8.06
H 1.45 -2.40 -6.38
C -1.22 -1.72 -6.56
H -2.09 -1.16 -6.22
H -1.05 -2.54 -5.86
H -1.44 -2.14 -7.54
Mn -0.34 -0.50 2.69
C -2.29 -0.99 3.93
C -2.00 0.38 4.11
C -2.17 1.01 2.86
H -1.66 0.85 5.01
C -2.58 0.04 1.93
C -2.64 -1.20 2.58
H -2.89 -2.14 2.13
H -2.25 -1.74 4.70
H -1.98 2.05 2.65
H -2.77 0.22 0.88
C 0.77 -1.93 4.24
C 0.00 -2.73 3.36
C 0.53 -2.60 2.06
H -0.85 -3.34 3.63
C 1.65 -1.73 2.15
C 1.80 -1.34 3.48
H 2.51 -0.63 3.85
H 0.60 -1.80 5.29
H 0.17 -3.10 1.18
H 2.25 -1.38 1.32
O -0.01 0.10 0.54
C -0.38 -0.78 -0.54
C -0.69 0.13 -1.71
H -1.22 -1.38 -0.21
H 0.46 -1.44 -0.75
C 0.23 1.31 -1.46
H -1.74 0.45 -1.68
H -0.52 -0.37 -2.67
C 0.16 1.46 0.04
H -0.08 2.22 -1.97
H 1.25 1.07 -1.78
H -0.70 2.05 0.36
H 1.05 1.87 0.51
F 2.72 3.93 6.35
C 2.07 3.02 5.58
C 2.08 3.14 4.20
C 1.41 2.21 3.40
C 0.71 1.12 3.96
C 0.74 1.02 5.37
C 1.40 1.95 6.17
H 2.61 3.97 3.73
H 1.47 2.36 2.36
H 0.24 0.21 5.88
H 1.39 1.85 7.25
```

---

# 6
Here is C3H7NO2 in the gas phase from OMol25. Energies are from ωB97M-V with the def2-TZVPD basis set.

Net charge: 0
Kohn-Sham gap: 0.39491 Eh
Lowest unoccupied orbital energy: 0.8 eV

Geometry as XYZ:
```
13
C3H7NO2 (ωB97M-V with the def2-TZVPD basis set)
C 0.75 0.72 -1.55
C -0.52 0.45 -0.81
O -1.57 0.18 -1.34
N -0.38 0.41 0.58
C 0.72 -0.09 1.44
O 0.65 -1.50 1.45
H 1.43 -0.12 -1.38
H 1.34 1.57 -1.19
H 0.74 0.83 -2.63
H -1.27 0.40 1.05
H 0.63 0.45 2.38
H 1.67 0.17 0.99
H -0.26 -1.74 1.32
```

---

We obtain max |F| values of 0.123; 0.017; 0.059; 0.207; 0.046; 0.052 Eh/bohr for the records listed above, in that order.